Density functional theory data (ωB97M-V/def2-TZVPD) for C8H6S2Si in the gas phase in a non-equilibrium geometry.

Properties
Spin multiplicity   3
HOMO energy (alpha / beta)   -7.306 / -7.778 eV
Total charge   0
Electronic energy   -37934.535 eV
Expectation value of S²   2.028

Structure (XYZ):
```
17
Properties=species:S:1:pos:R:3:lowdin_spin:R:1
C -0.093 1.064 2.189 0.032
C -0.453 0.266 3.192 -0.003
C 0.908 1.575 -1.180 0.103
C 0.752 -0.614 -3.032 0.070
C -0.034 0.425 0.937 0.109
C 0.420 0.825 -0.262 0.554
C 0.218 -1.350 -2.061 0.663
C -0.493 -0.867 1.056 0.065
Si -0.938 -1.572 -0.655 0.129
S 1.110 1.240 -2.844 0.158
S -0.870 -1.368 2.649 0.028
H 0.403 1.963 2.559 0.000
H -0.559 0.444 4.231 0.001
H 1.441 2.464 -0.852 0.041
H 1.345 -0.762 -3.899 0.017
H -1.985 -0.688 -1.323 0.016
H -1.171 -3.042 -0.705 0.017
```